(1)
Below is the molecule C19H20N2OS2, with properties calculated with the ωB97M-V functional and the def2-TZVPD basis.

The geometry in XYZ format:
```
44
C19H20N2OS2, DFT the ωB97M-V functional and the def2-TZVPD basis
C 1.74 -5.20 -1.20
C 1.16 -3.87 -1.59
C 1.57 -3.25 -2.77
C 1.04 -2.03 -3.14
C 0.10 -1.40 -2.34
C -0.31 -2.00 -1.15
N -1.27 -1.43 -0.31
C -1.72 -0.15 -0.24
S -3.31 0.06 0.19
N -0.87 0.88 -0.49
C 0.55 0.77 -0.14
C 0.76 0.38 1.28
C 1.02 1.13 2.40
C 1.09 0.22 3.48
C 0.87 -1.01 2.95
O 0.67 -0.93 1.62
C -1.41 2.22 -0.65
C -0.88 2.85 -1.94
C -1.16 3.07 0.56
C -1.82 3.00 1.75
C -1.33 3.90 2.71
C -0.30 4.66 2.24
S 0.09 4.27 0.61
C 0.22 -3.24 -0.79
H 1.72 -5.89 -2.04
H 2.78 -5.07 -0.90
H 1.20 -5.63 -0.37
H 2.30 -3.73 -3.40
H 1.34 -1.56 -4.06
H -0.35 -0.47 -2.65
H -1.87 -2.09 0.16
H 1.04 0.03 -0.79
H 1.00 1.74 -0.31
H 1.15 2.19 2.44
H 1.28 0.45 4.51
H 0.83 -1.99 3.39
H -2.49 2.09 -0.75
H -1.36 3.81 -2.09
H -1.10 2.21 -2.78
H 0.20 3.02 -1.89
H -2.63 2.32 1.93
H -1.72 3.99 3.71
H 0.26 5.42 2.74
H -0.11 -3.71 0.12
```

Kohn-Sham gap ... 8.55 eV
SMILES ... Cc1cccc(NC(=S)N(Cc2ccco2)[C@H](C)c2cccs2)c1
E_HOMO ... -7.9 eV
Total energy ... -46725.454 eV
ΔE to the lowest compared entry with this formula, charge and spin ... 12.7 kcal/mol
E_LUMO ... 0.6 eV
Strongest force on any atom ... 0.0198 Eh/bohr
Net charge ... 0

---

(2)
Below is the molecule C19H20N4OS2, with properties calculated with the ωB97M-V functional and the def2-TZVPD basis.

The geometry in XYZ format:
```
46
C19H20N4OS2, DFT the ωB97M-V functional and the def2-TZVPD basis
C -1.02 -1.26 3.22
C 0.49 -1.18 3.40
N 1.12 -0.80 2.16
C 1.44 0.48 1.82
S 1.23 1.86 2.85
C 0.77 2.99 1.49
C -0.38 2.31 0.74
O -1.15 1.58 1.34
N -0.47 2.54 -0.59
C 0.46 3.33 -1.38
C 1.44 2.38 -2.06
C 0.66 1.53 -3.06
C -0.72 1.17 -2.58
C -1.50 0.32 -3.35
C -2.79 -0.01 -2.97
C -3.32 0.51 -1.81
C -2.56 1.36 -1.03
C -1.26 1.69 -1.40
N 1.87 0.54 0.58
N 1.83 -0.70 0.09
C 1.38 -1.51 1.02
C 1.22 -2.91 0.77
C 0.77 -3.94 1.55
C 0.79 -5.18 0.88
C 1.25 -5.08 -0.39
S 1.68 -3.47 -0.81
H -1.29 -2.05 2.51
H -1.50 -1.47 4.17
H -1.39 -0.31 2.83
H 0.74 -0.42 4.14
H 0.91 -2.13 3.73
H 1.66 3.14 0.90
H 0.43 3.92 1.95
H -0.12 3.87 -2.13
H 0.97 4.07 -0.75
H 1.89 1.74 -1.30
H 2.23 2.93 -2.56
H 0.56 2.07 -4.01
H 1.21 0.61 -3.27
H -1.09 -0.08 -4.26
H -3.38 -0.68 -3.59
H -4.33 0.27 -1.51
H -2.98 1.78 -0.12
H 0.42 -3.84 2.56
H 0.47 -6.10 1.33
H 1.37 -5.86 -1.12
```

Kohn-Sham gap ... 8.60 eV
SMILES ... CCn1c(SCC(=O)N2CCCc3ccccc32)nnc1-c1cccs1
E_HOMO ... -8.0 eV
Total energy ... -49706.369 eV
ΔE to the lowest compared entry with this formula, charge and spin ... 30.8 kcal/mol
E_LUMO ... 0.6 eV
Strongest force on any atom ... 0.0218 Eh/bohr
Net charge ... 0

---

(3)
Below is a structure of composition C19H20N8O8S2W, with properties calculated with the ωB97M-V functional and the def2-TZVPD basis.

The geometry in XYZ format:
```
58
C19H20N8O8S2W, DFT the ωB97M-V functional and the def2-TZVPD basis
W 0.36 1.20 0.95
N 2.12 0.39 2.19
C 2.32 1.12 3.45
C 1.92 2.57 3.23
O 2.25 3.45 3.99
N 1.19 2.72 2.10
C 0.83 4.08 1.73
C 0.50 4.08 0.25
O 0.43 5.08 -0.41
O 0.33 2.86 -0.24
H 1.99 -0.61 2.35
H 2.94 0.49 1.61
H 3.35 1.08 3.79
H 1.68 0.69 4.23
H 1.64 4.78 1.94
H -0.05 4.43 2.28
N -0.97 -2.43 -6.03
C -0.64 -2.35 -4.69
C -1.37 -1.54 -3.82
C -1.08 -1.50 -2.47
C -0.04 -2.28 -1.98
C 0.70 -3.09 -2.82
C 0.40 -3.13 -4.17
S 0.31 -2.23 -0.27
O -0.92 -2.29 0.46
O 1.35 -3.18 0.03
N 0.92 -0.71 -0.02
C 1.95 -0.23 -0.76
N 2.69 -0.87 -1.66
C 3.58 -0.11 -2.28
C 3.76 1.25 -2.05
C 2.95 1.83 -1.09
N 2.08 1.07 -0.43
H -1.49 -1.65 -6.40
H -0.26 -2.77 -6.65
H -2.18 -0.93 -4.21
H -1.65 -0.86 -1.80
H 1.51 -3.68 -2.41
H 0.97 -3.77 -4.83
H 4.20 -0.61 -3.02
H 4.48 1.84 -2.60
H 2.98 2.88 -0.83
S -0.40 -0.35 2.89
C -2.05 -0.83 2.73
N -2.99 0.10 2.50
C -4.30 -0.17 2.35
C -4.75 -1.44 2.51
C -3.82 -2.45 2.79
C -2.48 -2.15 2.89
H -2.65 1.06 2.35
H -4.93 0.68 2.10
H -5.81 -1.66 2.40
H -4.15 -3.47 2.90
H -1.73 -2.91 3.05
O -3.27 1.75 0.30
N -2.04 1.85 0.31
O -1.39 2.11 1.53
O -1.26 0.84 -0.23
```

Expectation value of S² ... 2.009
Kohn-Sham gap (spin up / spin down) ... 7.16 / 7.67 eV
E_HOMO (spin up / spin down) ... -7.7 / -8.5 eV
Total energy ... -71824.050 eV
ΔE to the lowest compared entry with this formula, charge and spin ... 11.1 kcal/mol
E_LUMO (spin up / spin down) ... -0.5 / -0.8 eV
Strongest force on any atom ... 0.0018 Eh/bohr
Net charge ... 0
Multiplicity ... 3

---

(4)
Below is the ion C19H20NO6S2 with charge -1, with properties calculated with the ωB97M-V functional and the def2-TZVPD basis.

The geometry in XYZ format:
```
48
C19H20NO6S2, DFT the ωB97M-V functional and the def2-TZVPD basis
C 3.19 4.57 -0.81
N 3.23 3.41 0.03
C 3.34 2.07 -0.44
C 3.45 0.91 0.65
C 2.15 0.59 1.42
O 1.28 0.06 0.40
C 0.09 -0.58 0.79
C -0.32 -0.70 2.11
C -1.51 -1.25 2.40
C -2.27 -2.07 1.54
C -1.78 -2.17 0.21
C -2.41 -3.07 -0.67
O -3.39 -3.91 -0.25
S -4.92 -3.55 -0.85
O -5.99 -3.65 0.17
O -4.83 -2.22 -1.35
O -5.22 -4.49 -2.00
C -1.91 -3.17 -1.96
O -2.39 -3.99 -2.92
C -3.01 -3.47 -4.06
C -0.73 -2.50 -2.30
C -0.14 -1.65 -1.39
C -0.56 -1.41 -0.11
C 1.76 1.90 2.09
C 0.71 2.68 1.81
C 0.61 3.84 2.58
C 1.67 3.91 3.44
S 2.76 2.61 3.39
H 4.31 4.89 -0.97
H 2.65 5.47 -0.53
H 2.72 4.31 -1.79
H 2.43 3.46 0.56
H 2.42 1.84 -1.03
H 4.20 2.09 -1.13
H 3.83 0.00 0.15
H 4.21 1.24 1.40
H 2.52 -0.17 2.06
H 0.23 -0.18 2.88
H -1.85 -1.29 3.42
H -3.26 -2.52 1.75
H -3.53 -2.55 -3.77
H -3.73 -4.20 -4.49
H -2.29 -3.27 -4.88
H -0.39 -2.52 -3.32
H 0.69 -1.03 -1.89
H 0.04 2.32 1.12
H 0.02 4.68 2.51
H 1.92 4.74 4.07
```

Kohn-Sham gap ... 6.88 eV
SMILES ... CNCC[C@H](Oc1cccc2c(OS(=O)(=O)[O-])c(OC)ccc12)c1cccs1
E_HOMO ... -4.9 eV
Total energy ... -55471.525 eV
ΔE to the lowest compared entry with this formula, charge and spin ... 39.1 kcal/mol
E_LUMO ... 2.0 eV
Strongest force on any atom ... 0.1171 Eh/bohr
Net charge ... -1

---

(5)
Below is a structure of composition C19H21AlClN7O5S2, with properties calculated with the ωB97M-V functional and the def2-TZVPD basis.

The geometry in XYZ format:
```
56
C19H21AlClN7O5S2, DFT the ωB97M-V functional and the def2-TZVPD basis
Al 1.22 0.92 0.27
C -0.95 -2.66 1.25
C 0.14 -1.72 0.83
N -0.01 -0.44 0.95
N -1.24 0.00 1.41
C -1.35 1.26 1.60
S -0.11 2.47 1.43
S -2.91 1.90 2.09
C -4.00 0.52 1.61
C -4.21 0.47 0.13
C -5.14 1.30 -0.48
C -5.30 1.29 -1.86
C -4.51 0.45 -2.64
C -3.59 -0.39 -2.04
C -3.44 -0.38 -0.66
C 1.37 -2.31 0.29
C 1.49 -3.71 0.25
C 2.58 -4.35 -0.29
C 3.60 -3.58 -0.85
C 3.53 -2.21 -0.82
C 2.43 -1.55 -0.25
O 2.47 -0.23 -0.21
H -1.84 -2.11 1.53
H -0.62 -3.24 2.11
H -1.19 -3.34 0.44
H -4.92 0.70 2.16
H -3.54 -0.40 1.98
H -5.74 1.97 0.12
H -6.02 1.94 -2.33
H -4.63 0.44 -3.72
H -2.97 -1.04 -2.64
H -2.70 -1.02 -0.19
H 0.70 -4.32 0.67
H 2.63 -5.43 -0.30
H 4.46 -4.07 -1.30
H 4.31 -1.60 -1.24
N 2.51 2.49 -0.37
N 3.49 2.91 0.52
C 3.59 2.32 1.73
N 4.54 2.78 2.55
N 2.72 1.36 1.95
N 2.70 0.70 3.15
O 3.56 0.90 4.00
O 1.80 -0.09 3.28
H 2.91 2.06 -1.20
H 1.88 3.25 -0.63
H 4.15 3.63 0.24
H 5.10 3.58 2.30
H 4.63 2.32 3.44
Cl -1.25 0.20 -4.69
C -0.76 1.24 -3.34
C -0.12 0.48 -2.18
O -0.19 -0.72 -2.05
O 0.48 1.31 -1.37
H -1.65 1.75 -2.96
H -0.07 1.98 -3.72
```

Kohn-Sham gap ... 7.38 eV
E_HOMO ... -7.8 eV
Total energy ... -81504.819 eV
ΔE to the lowest compared entry with this formula, charge and spin ... 0.0 kcal/mol
E_LUMO ... -0.4 eV
Strongest force on any atom ... 0.0059 Eh/bohr
Net charge ... 0

---

(6)
Below is a structure of composition C19H21BN2O2Sn, with properties calculated with the ωB97M-V functional and the def2-TZVPD basis.

The geometry in XYZ format:
```
46
C19H21BN2O2Sn, DFT the ωB97M-V functional and the def2-TZVPD basis
C 2.98 2.75 0.13
C 1.72 3.52 -0.07
H 3.40 3.03 1.08
H 3.77 2.91 -0.60
H 2.64 1.70 -0.01
H 1.01 2.77 -0.38
H 1.32 3.88 0.87
H 1.86 4.32 -0.79
C 1.79 -2.69 -0.14
C 1.99 -4.05 -0.05
C 1.00 -4.90 -0.58
C -0.16 -4.40 -1.18
H 2.50 -1.95 0.21
H 2.91 -4.44 0.40
H 1.12 -5.98 -0.53
H -0.96 -5.01 -1.64
N 0.64 -2.21 -0.69
C -0.34 -3.00 -1.23
C -1.47 -2.30 -1.85
N -1.44 -0.93 -1.78
C -2.31 -0.06 -2.37
C -3.51 -1.99 -3.09
C -3.40 -0.59 -3.03
H -2.09 1.00 -2.26
H -4.13 0.09 -3.48
C -2.56 -2.86 -2.53
H -2.57 -3.97 -2.59
H -4.36 -2.44 -3.59
Sn 0.35 -0.24 -1.19
C 1.52 0.16 -3.01
H 0.87 0.60 -3.79
H 1.92 -0.78 -3.43
H 2.37 0.85 -2.87
O -1.33 1.61 1.25
B -0.22 0.80 0.85
O 0.55 0.61 2.04
C -0.06 1.27 3.07
C 0.44 1.55 4.32
C -0.21 2.52 5.08
C -1.36 3.15 4.61
C -1.90 2.80 3.37
C -1.21 1.88 2.58
H 1.35 1.06 4.64
H 0.18 2.78 6.06
H -1.83 3.92 5.20
H -2.79 3.26 2.99
```

Kohn-Sham gap ... 5.51 eV
E_HOMO ... -13.7 eV
Total energy ... -33612.284 eV
ΔE to the lowest compared entry with this formula, charge and spin ... 0.0 kcal/mol
E_LUMO ... -8.2 eV
Strongest force on any atom ... 0.0758 Eh/bohr
Net charge ... +2

---

(7)
Below is a structure of composition C19H21Cl2F3N2O5Ti, with properties calculated with the ωB97M-V functional and the def2-TZVPD basis.

The geometry in XYZ format:
```
53
C19H21Cl2F3N2O5Ti, DFT the ωB97M-V functional and the def2-TZVPD basis
Ti -1.07 1.84 -1.03
C 3.25 -0.94 -0.32
N 2.39 0.10 -0.86
C 2.37 0.20 -2.32
C 1.59 0.84 -0.13
O 0.90 1.75 -0.65
C 1.48 0.62 1.38
O 0.27 1.10 1.88
C 0.12 2.47 2.13
C -1.31 2.84 1.73
O -1.92 2.12 0.92
N -1.89 3.90 2.26
C -3.24 4.22 1.79
C -1.20 4.85 3.12
H 4.26 -0.80 -0.71
H 3.30 -0.91 0.76
H 2.89 -1.92 -0.63
H 3.36 0.45 -2.68
H 2.08 -0.77 -2.73
H 1.65 0.95 -2.63
H 1.47 -0.45 1.59
H 2.35 1.06 1.87
H 0.28 2.67 3.20
H 0.81 3.09 1.54
H -3.21 4.44 0.73
H -3.90 3.38 1.96
H -3.59 5.09 2.34
H -0.13 4.79 2.99
H -1.51 5.86 2.84
H -1.45 4.68 4.17
Cl -0.74 4.17 -0.88
C -3.43 1.46 -3.22
Cl -3.52 1.78 -1.50
C -2.18 1.38 -3.79
O -1.76 1.17 -4.90
O -1.16 1.61 -2.73
H -4.37 1.37 -3.72
F 1.04 -7.48 -1.13
C 1.29 -6.74 -0.04
F 2.63 -6.72 0.12
F 0.79 -7.39 1.02
C 0.73 -5.35 -0.17
C 0.44 -4.63 0.98
C -0.02 -3.33 0.88
C -0.20 -2.74 -0.37
C 0.08 -3.48 -1.52
C 0.55 -4.78 -1.42
C -0.64 -1.37 -0.48
C -0.96 -0.21 -0.57
H 0.57 -5.09 1.95
H -0.27 -2.76 1.77
H -0.07 -3.03 -2.49
H 0.76 -5.36 -2.31
```

Kohn-Sham gap ... 6.18 eV
E_HOMO ... -6.8 eV
Total energy ... -89575.246 eV
ΔE to the lowest compared entry with this formula, charge and spin ... 0.0 kcal/mol
E_LUMO ... -0.6 eV
Strongest force on any atom ... 0.0076 Eh/bohr
Net charge ... 0

---

(8)
Below is the molecule C19H21ClN4O4S, with properties calculated with the ωB97M-V functional and the def2-TZVPD basis.

The geometry in XYZ format:
```
50
C19H21ClN4O4S, DFT the ωB97M-V functional and the def2-TZVPD basis
N -3.43 -0.76 -0.67
C -2.43 -0.51 0.24
O -2.62 0.45 1.00
C -1.17 -1.26 0.21
C -0.51 -1.87 -0.96
C -0.78 -1.57 -2.40
C -1.08 -0.25 -2.82
C -1.30 0.11 -4.15
C -1.26 -0.88 -5.13
C -0.94 -2.21 -4.80
C -0.71 -2.54 -3.43
C 0.64 -2.46 -0.54
Cl 1.92 -3.22 -1.43
N 0.75 -2.20 0.85
C -0.33 -1.45 1.31
C -0.38 -0.96 2.73
N 1.00 -0.78 3.14
C 1.63 0.46 3.16
O 2.77 0.58 3.59
N 1.07 1.63 2.84
C 0.63 1.96 1.49
C 1.83 2.39 0.64
C 1.27 3.06 -0.60
S -0.36 3.71 -0.05
O -0.41 5.16 -0.08
O -1.41 3.09 -0.87
C -0.40 3.06 1.61
C 1.73 -2.06 3.14
C 1.94 -2.55 1.66
H -4.11 -0.02 -0.82
H -3.15 -1.29 -1.50
H -1.19 0.55 -2.09
H -1.54 1.14 -4.38
H -1.47 -0.58 -6.13
H -0.94 -2.95 -5.59
H -0.42 -3.57 -3.17
H -0.95 -0.02 2.87
H -0.94 -1.67 3.33
H 1.67 2.32 3.22
H 0.18 1.11 0.99
H 2.43 1.50 0.36
H 2.50 3.05 1.16
H 1.09 2.33 -1.40
H 1.91 3.85 -0.92
H -0.08 3.80 2.33
H -1.40 2.68 1.83
H 1.17 -2.83 3.67
H 2.69 -1.93 3.64
H 2.82 -2.00 1.25
H 2.08 -3.62 1.67
```

Kohn-Sham gap ... 9.03 eV
SMILES ... NC(=O)c1c(-c2ccccc2)c(Cl)n2c1CN(C(=O)N[C@@H]1CCS(=O)(=O)C1)CC2
E_HOMO ... -8.7 eV
Total energy ... -57552.126 eV
ΔE to the lowest compared entry with this formula, charge and spin ... 0.0 kcal/mol
E_LUMO ... 0.4 eV
Strongest force on any atom ... 0.0650 Eh/bohr
Net charge ... 0

---

(9)
Below is the molecule C19H21F3N4O2S, with properties calculated with the ωB97M-V functional and the def2-TZVPD basis.

The geometry in XYZ format:
```
50
C19H21F3N4O2S, DFT the ωB97M-V functional and the def2-TZVPD basis
O 3.27 -1.38 0.09
C 2.96 -0.22 -0.07
C 3.22 0.82 1.02
S 1.99 2.16 1.08
C 0.56 1.25 1.44
N 0.68 -0.05 1.65
C -0.41 -0.75 1.95
C -0.25 -2.18 2.21
C 0.89 -2.84 1.75
C 1.05 -4.19 1.99
C 0.09 -4.90 2.69
C -1.04 -4.24 3.16
C -1.21 -2.89 2.92
C -1.66 -0.10 2.01
C -1.65 1.27 1.78
C -2.95 2.04 1.82
F -3.58 1.88 3.00
F -3.81 1.58 0.89
F -2.81 3.34 1.62
N -0.56 1.96 1.50
N 2.43 0.28 -1.20
C 1.92 -0.56 -2.25
C 0.39 -0.45 -2.29
N -0.03 0.94 -2.21
C 0.22 1.69 -3.44
C -0.14 3.16 -3.20
O -1.49 3.30 -2.82
C -1.75 2.57 -1.65
C -1.43 1.08 -1.85
H 3.25 0.32 1.99
H 4.18 1.31 0.84
H 1.64 -2.29 1.21
H 1.94 -4.69 1.62
H 0.22 -5.95 2.87
H -1.78 -4.79 3.72
H -2.09 -2.40 3.32
H -2.58 -0.62 2.21
H 2.07 1.22 -1.20
H 2.35 -0.25 -3.21
H 2.22 -1.59 -2.04
H 0.00 -0.96 -3.19
H -0.02 -0.96 -1.41
H 1.27 1.61 -3.71
H -0.39 1.30 -4.27
H -0.01 3.74 -4.12
H 0.51 3.56 -2.41
H -2.81 2.70 -1.44
H -1.15 2.96 -0.82
H -1.62 0.54 -0.93
H -2.09 0.67 -2.64
```

Kohn-Sham gap ... 8.72 eV
SMILES ... O=C(CSc1nc(-c2ccccc2)cc(C(F)(F)F)n1)NCCN1CCOCC1
E_HOMO ... -9.1 eV
Total energy ... -49088.268 eV
ΔE to the lowest compared entry with this formula, charge and spin ... 0.4 kcal/mol
E_LUMO ... -0.4 eV
Strongest force on any atom ... 0.0174 Eh/bohr
Net charge ... 0

---

(10)
Below is the molecule C19H21FN2O2, with properties calculated with the ωB97M-V functional and the def2-TZVPD basis.

The geometry in XYZ format:
```
45
C19H21FN2O2, DFT the ωB97M-V functional and the def2-TZVPD basis
C 0.85 2.92 -3.43
O -0.24 2.47 -2.67
C -0.63 3.17 -1.58
C -0.03 4.34 -1.13
C -0.50 4.98 0.00
C -1.57 4.47 0.70
C -2.17 3.30 0.26
C -1.72 2.63 -0.86
C -2.38 1.38 -1.35
C -1.44 0.30 -1.87
O -1.60 -0.21 -2.96
N -0.43 -0.09 -1.05
C -0.24 0.24 0.34
C -0.40 -1.02 1.20
N 0.55 -2.02 0.76
C 0.98 -2.99 1.65
C 0.35 -3.25 2.86
C 0.85 -4.18 3.76
C 2.00 -4.89 3.47
C 2.65 -4.66 2.28
C 2.16 -3.72 1.40
F 2.87 -3.49 0.26
C 0.34 -2.36 -0.64
C 0.50 -1.11 -1.50
H 0.96 2.20 -4.24
H 0.66 3.91 -3.86
H 1.77 2.95 -2.84
H 0.81 4.76 -1.67
H -0.02 5.89 0.33
H -1.95 4.97 1.58
H -3.02 2.90 0.80
H -3.03 1.62 -2.19
H -3.01 0.95 -0.56
H -0.95 1.00 0.66
H 0.78 0.63 0.47
H -0.20 -0.76 2.24
H -1.44 -1.38 1.12
H -0.57 -2.74 3.11
H 0.32 -4.36 4.68
H 2.38 -5.62 4.17
H 3.56 -5.18 2.02
H 1.07 -3.11 -0.96
H -0.67 -2.77 -0.79
H 0.28 -1.33 -2.54
H 1.52 -0.73 -1.41
```

Kohn-Sham gap ... 8.75 eV
SMILES ... COc1ccccc1CC(=O)N1CCN(c2ccccc2F)CC1
E_HOMO ... -8.0 eV
Total energy ... -29836.543 eV
ΔE to the lowest compared entry with this formula, charge and spin ... 40.1 kcal/mol
E_LUMO ... 0.7 eV
Strongest force on any atom ... 0.0097 Eh/bohr
Net charge ... 0

---

Which of these has the highest strongest force on any atom?
C19H20NO6S2

---

Which of these has the lowest strongest force on any atom?
C19H20N8O8S2W

---

Which value of total energy does entry 5 give?
-81504.819 eV

---

Which value of strongest force on any atom does entry 2 give?
0.0218 Eh/bohr